# C5H6N

A structure of composition C5H6N at a distorted geometry (ωB97M-V with the def2-TZVPD basis set, the OMol25 dataset).

Properties
HOMO = -14.32 eV
LUMO level = -5.27 eV
Maximum force = 3.12 eV/Å
Net charge = +1

XYZ file:
```
12
Properties=species:S:1:pos:R:3:nbo_charge:R:1
C 0.668 1.023 -0.122 -0.2523
H -2.465 -0.778 -0.599 0.4313
C 0.845 0.013 1.062 -0.0692
N -2.024 -0.078 -0.011 -0.8145
C 1.003 -1.047 -0.064 -0.2427
C 1.854 0.154 -0.132 -0.1669
H -2.091 -0.306 0.976 0.4352
C -0.037 -0.161 -0.454 0.3427
H -2.307 0.867 -0.229 0.4273
H 1.174 -2.101 -0.059 0.3062
H 0.481 2.075 -0.115 0.3002
H 2.897 0.339 -0.255 0.3028
```